A structure of composition C8H13NO2P, computed with wB97M-V/def2-TZVPD.

Geometry as XYZ:
```
25
Properties=species:S:1:pos:R:3:forces:R:3
C 1.99047 -1.26699 1.70334 3.44 1.12 -0.35
C 2.11338 -0.05909 1.17174 -0.36 -2.33 0.00
C -2.64331 0.46181 -0.79678 0.08 -0.75 0.90
C -1.45871 -2.26752 0.53987 -0.58 -3.08 -3.95
C 2.15866 1.08234 -1.04360 3.17 -2.46 0.60
C -0.83690 -1.28926 -0.41807 -0.04 1.04 0.71
C 1.96602 0.97535 0.41681 1.14 2.32 1.37
C -1.22501 0.16424 -0.36938 0.38 -1.08 0.01
N -0.33725 1.05297 -0.24475 -1.81 0.51 -0.07
O -2.84361 1.64382 -1.06877 -0.21 2.04 -0.48
O -3.43474 -0.47180 -0.79316 -0.93 -1.13 -0.28
P -0.87823 2.64575 -0.63530 0.71 1.61 0.38
H 2.91414 -1.86419 1.92894 -0.86 0.70 0.11
H -2.51972 -2.09215 0.61222 -0.44 -0.37 -0.37
H -1.17417 -3.34035 -0.03041 -1.33 2.31 1.62
H -1.12944 -2.44573 1.48345 1.67 0.29 2.86
H 3.24818 1.23629 -1.32935 -0.72 -0.86 0.61
H 1.76812 0.16693 -1.44412 -0.04 -0.17 -0.92
H 1.80863 1.93080 -1.45562 -2.25 2.63 -1.18
H 0.23958 -1.29211 -0.25994 0.15 -0.40 -0.90
H -1.28650 -1.55436 -1.38324 0.94 -0.32 -0.18
H 1.87104 1.94679 0.93514 -0.01 -0.47 -0.16
H 1.09900 -1.74061 1.91312 -1.99 -0.76 0.21
H 0.23804 3.20308 0.12712 0.26 0.03 -0.33
H -1.64768 3.17397 0.44073 -0.37 -0.41 -0.22
```
Forces are in eV/Å.

Properties
Energy above the lowest of the compared OMol25 structures with the same formula, charge and spin (eV): 0.363
Net charge: -1
F_max (eV/A): 5.05
E_HOMO (eV): -4.3

=====

The ion C8H13NO2PS2 with charge +1, computed with wB97M-V/def2-TZVPD.

Geometry as XYZ:
```
27
Properties=species:S:1:pos:R:3:forces:R:3
C -2.80040 -2.10093 0.10161 5.35 -1.21 1.33
C -1.50043 -2.40737 0.49839 -2.35 -2.16 0.40
C -3.02948 -0.73567 -0.17815 -2.69 1.06 -0.97
C -0.42199 -1.50273 0.45801 -0.44 -1.21 0.24
C -1.97259 0.15575 -0.28903 0.30 3.50 0.06
C -0.70500 -0.15772 0.01630 2.14 3.16 -1.16
C 1.61312 0.35953 -1.01081 4.99 1.94 1.66
C 0.56971 0.97933 -0.13951 -3.36 -2.43 1.23
N 1.06403 0.17654 -2.33665 -0.88 -3.46 -2.18
O 0.19608 2.11278 -0.85940 0.08 0.65 -0.18
O 1.66343 -0.03872 2.28235 1.02 -0.20 -2.27
P 1.19434 1.35740 1.64396 0.46 0.31 -0.04
S -0.01461 2.18108 2.85709 -0.36 0.52 -0.41
S 3.03080 2.35633 1.13282 -0.25 0.07 0.23
H -3.57645 -2.76507 0.17926 -1.59 -1.59 0.13
H -1.39584 -3.42151 0.94915 0.45 0.86 -0.58
H -4.11018 -0.61909 -0.29881 0.54 1.47 -0.14
H 0.52516 -1.74694 0.82784 1.11 -0.52 0.55
H -2.13018 1.25858 -0.44262 -0.46 -1.29 -0.21
H 2.55166 1.14291 -0.99245 -2.30 -1.93 -0.46
H 2.08198 -0.60967 -0.62062 -1.08 1.20 -0.66
H 0.69826 0.94233 -2.93528 0.16 0.06 1.31
H 0.27726 -0.50026 -2.06275 0.30 1.16 -1.20
H 1.67779 -0.38727 -2.99760 -0.54 0.81 1.20
H -0.68987 2.49972 -0.74688 0.42 -0.53 0.66
H 1.30591 -0.10913 3.14961 -0.65 -0.14 1.43
H 3.89751 1.57980 1.81418 -0.37 -0.08 0.03
```
Forces are in eV/Å.

Properties
Net charge: +1
F_max (eV/A): 5.65
<S²>: 2.0319
E_HOMO (spin up / spin down) (eV): -8.7 / -12.2
Multiplicity: 3

=====

Among the records above, which one has the highest net charge?
C8H13NO2PS2